ORCA calculation (the ωB97M-V functional and the def2-TZVPD basis) on a cluster of 2 separate species, C4H14N3 in total.

Summary:
- Kohn-Sham gap (hartree) = 0.424
- E_LUMO (Ha) = -0.1139
- net charge = +1
- molar mass (g mol⁻¹) = 104.2
- total energy (hartree) = -324.84730
- energy above the lowest of the compared OMol25 structures with the same formula, charge and spin (kcal/mol) = 11.0

Atoms and positions in Å:
N: -1.7851 -1.2398 0.9622
H: 1.4679 -2.2841 -1.7177
H: -2.7270 -0.8834 1.0399
H: 1.1231 1.1859 0.0336
H: 1.6883 2.7610 -0.4325
N: -0.1892 -1.7640 -0.5817
H: 1.8812 2.0400 2.5594
H: 1.3565 -0.6050 -1.3706
H: -0.0202 -2.5895 -0.0303
H: -1.4082 -1.3851 1.8900
H: 2.7913 1.6349 0.2767
C: 1.4602 2.5790 1.7077
C: -1.0664 -0.8904 -0.1318
H: -1.7572 0.9787 -0.3165
C: 1.7669 2.0041 0.3396
H: -1.1434 0.2396 -1.7879
N: -1.2917 0.2368 -0.7912
C: 0.7665 -1.4695 -1.6594
H: 0.2947 -1.3139 -2.6265
H: 1.6730 3.6375 1.8363
H: 0.3818 2.4888 1.9178

Forces on atoms 1 to 6 (eV/Å):
-0.7700 0.6073 0.8009
0.0102 -0.4022 -0.1790
0.0868 0.2638 -0.2427
-0.2188 -0.1620 0.2289
-0.1301 0.1921 -0.1478
0.6555 0.3156 -0.4464

Here are the natural (NBO) charges for atoms 1 to 6, given in e:
1 N -0.811
2 H 0.247
3 H 0.417
4 H 0.167
5 H 0.217
6 N -0.516

ORCA calculation (the ωB97M-V functional and the def2-TZVPD basis) on a cluster of 3 separate species, C5H15N2O in total.

Summary:
- Kohn-Sham gap (hartree) = 0.152
- E_LUMO (Ha) = -0.3363
- net charge = +1
- molar mass (g mol⁻¹) = 119.2
- total energy (hartree) = -383.68970
- energy above the lowest of the compared OMol25 structures with the same formula, charge and spin (kcal/mol) = 226.7

Atoms and positions in Å:
H: 0.4574 2.0127 -1.2159
H: 0.2672 -0.1667 0.7200
H: 0.5139 2.1166 1.0126
C: -0.7592 -0.6093 -1.0187
H: -1.3285 -1.3376 -1.5082
N: 1.3387 1.9662 1.5771
H: 0.8340 -0.8088 -2.4665
H: 1.7896 -2.1374 0.7025
H: -1.7151 2.2017 0.4271
H: -1.2844 0.3009 -0.7014
H: 1.0840 2.3030 2.4858
H: 0.4834 -3.0718 0.0910
C: -0.1144 -1.1059 0.3197
C: 0.3019 -0.0587 -1.9149
H: -1.8640 -0.6363 1.3838
H: 2.2346 2.4899 1.1913
H: -0.5929 -1.3767 2.3280
H: 0.8759 1.7127 -2.9180
H: -1.5835 -2.4349 1.2770
C: -1.1274 -1.4510 1.4163
N: 0.8598 -2.1793 0.0360
O: -1.0779 1.4994 0.6589
C: 0.5429 1.2798 -2.0309

Forces on atoms 1 to 6 (eV/Å):
-0.6944 -0.5865 -0.1941
1.2536 -0.5189 -0.1242
-0.4505 -0.2078 -0.6646
2.1218 1.1825 -1.2058
-0.8838 -1.0844 -0.8087
3.1278 0.8561 -0.9937

Here are the natural (NBO) charges for atoms 1 to 6, given in e:
1 H 0.240
2 H 0.267
3 H 0.373
4 C -0.394
5 H 0.249
6 N -0.999

ORCA calculation (the ωB97M-V functional and the def2-TZVPD basis) on an isolated molecule of C3HCl2NS.

Summary:
- Kohn-Sham gap (alpha / beta) (hartree) = 0.302 / 0.265
- E_LUMO (alpha / beta) (Ha) = 0.0170 / -0.1309
- net charge = 0
- spin multiplicity = 3
- molar mass (g mol⁻¹) = 154.0
- total energy (hartree) = -1488.09140
- energy above the lowest of the compared OMol25 structures with the same formula, charge and spin (kcal/mol) = 5.9

Atoms and positions in Å:
C: -0.7230 -0.0459 0.1573
Cl: 2.0072 -0.3305 -0.4935
C: -0.6941 -0.7286 -1.0597
S: 1.1366 1.8523 1.3799
Cl: -0.8038 -1.2380 1.5426
N: -0.4796 -0.9319 -2.1482
H: -1.2834 0.8136 0.2840
C: 0.8400 0.6090 0.3377

Forces on atoms 1 to 6 (eV/Å):
5.1087 -0.1590 3.2163
0.5192 0.5626 0.6270
-0.8290 1.0279 0.4389
0.2833 0.6040 0.6174
-0.6534 0.4426 -0.3481
0.1138 -1.2390 -2.7024

Here are the natural (NBO) charges for atoms 1 to 6, given in e:
1 C -0.284
2 Cl 0.085
3 C 0.226
4 S 0.391
5 Cl -0.026
6 N -0.225

ORCA calculation (the ωB97M-V functional and the def2-TZVPD basis) on a structure of composition C11H27Br9O8.

Summary:
- Kohn-Sham gap (hartree) = 0.345
- E_LUMO (Ha) = -0.0126
- net charge = 0
- molar mass (g mol⁻¹) = 1006.5
- total energy (hartree) = -24203.24339
- energy above the lowest of the compared OMol25 structures with the same formula, charge and spin (kcal/mol) = 0.0

Atoms and positions in Å:
H: -5.3139 3.0513 -0.5855
Br: -2.6156 0.0961 4.8238
H: 3.6666 -2.1426 2.6379
H: -0.4731 1.9258 2.8368
H: 0.6683 3.7930 1.6876
H: -1.8018 -2.5180 -1.8406
C: -3.5839 2.5061 -1.6441
C: -1.2459 -1.6224 -1.5609
H: -3.3847 1.8564 -0.7935
H: -1.5537 1.7093 1.4345
C: 3.0048 -2.4065 -3.3667
C: 3.0597 -0.6231 1.5041
Br: -1.2998 -5.6399 1.8483
O: 3.6498 1.5124 2.3348
C: 2.9771 -0.9384 -3.2326
H: 2.1994 -0.3837 2.1417
H: 3.0946 1.0650 0.2572
O: 3.9918 -1.3491 2.2050
H: -2.7501 -0.9546 2.6028
H: 4.3714 0.1826 -2.2142
O: 3.9932 -0.7055 -2.1758
H: 1.9873 -0.5623 -2.9581
H: -1.7679 3.1017 -1.5592
H: 3.3396 -0.4516 -4.1382
O: -3.7493 4.4183 -0.0324
Br: -1.0017 -0.6327 -3.1817
H: -1.3526 4.1819 0.2241
Br: -2.2867 -5.3947 -1.1342
Br: 0.3684 -2.2536 -0.8245
H: -4.1287 1.9025 -2.3735
H: 0.6770 2.2652 0.7521
H: -3.6986 3.9566 0.8108
C: 3.6300 0.6916 1.1264
H: 2.1610 -2.7916 -3.9246
H: -4.8869 4.2600 -1.7628
O: -0.5346 3.7174 -0.0701
Br: -0.4634 -1.5097 3.0860
Br: -3.1231 -2.9110 4.0786
C: 0.0474 3.0860 1.1098
O: -1.9905 3.3691 2.4411
H: 4.3577 2.1552 2.3174
C: -1.3313 -6.4342 0.1004
C: -2.3140 -1.2873 3.5354
C: -4.4596 3.5741 -1.0210
H: 2.9531 -2.7733 -2.3323
O: -2.4232 2.9309 -2.2409
H: 4.6787 0.5015 0.9173
Br: -2.2064 -0.6392 -0.2150
H: -1.7638 3.8197 3.2569
H: 4.9218 -2.4377 -3.4826
H: 2.6690 -1.1150 0.6122
C: -0.9804 2.4340 2.0006
H: -0.3122 -6.4539 -0.2720
O: 4.2232 -2.8791 -3.9678
Br: -1.8932 -8.2531 0.2215

Forces on atoms 1 to 6 (eV/Å):
-0.0181 0.0992 0.3592
0.0871 0.1971 0.1120
-0.3731 0.1856 -0.1982
-0.2322 0.1680 -0.1599
-0.2249 -0.0983 -0.3280
-0.1328 0.3874 0.2554

Here are the natural (NBO) charges for atoms 1 to 6, given in e:
1 H 0.164
2 Br 0.096
3 H 0.478
4 H 0.189
5 H 0.173
6 H 0.233

ORCA calculation (the ωB97M-V functional and the def2-TZVPD basis) on a cluster of 4 separate species, C16H44N4O4 in total.

Summary:
- Kohn-Sham gap (hartree) = 0.356
- SMILES string = COC[C@H](C)N.COC[C@H](C)N.COC[C@H](C)N.COC[C@H](C)N
- E_LUMO (Ha) = 0.0285
- net charge = 0
- molar mass (g mol⁻¹) = 356.6
- total energy (hartree) = -1155.81272
- energy above the lowest of the compared OMol25 structures with the same formula, charge and spin (kcal/mol) = 67.6

Atoms and positions in Å:
C: -27.8253 26.0040 12.6505
H: -24.2762 15.1904 7.7904
O: -17.3213 18.4165 9.3878
H: -22.5882 16.8153 9.6583
C: -26.2203 16.2963 8.6659
H: -27.4004 23.3287 14.8424
H: -22.2416 16.6754 6.7012
H: -24.4958 24.6072 8.5524
H: -24.2932 15.1892 9.5433
H: -21.0130 20.2390 8.9543
H: -27.3566 26.2736 11.7041
H: -25.6076 20.2282 7.0173
H: -21.8986 14.6400 9.5391
H: -26.3809 24.2120 17.1950
C: -23.9136 21.8282 8.4195
N: -18.0566 20.3295 7.4738
H: -27.4083 25.5308 17.1473
C: -27.3152 24.6029 13.1916
H: -25.7242 25.8531 17.1499
H: -25.2721 24.2151 10.1629
O: -26.4516 25.1422 15.3101
N: -21.6771 15.2449 8.7613
H: -15.7536 18.6987 10.6521
H: -18.5365 19.8917 6.7005
C: -23.9971 15.7704 8.6701
H: -28.9012 26.0406 12.4798
H: -27.7204 23.6457 11.3916
H: -25.9395 20.9857 9.6646
C: -27.5110 24.3973 14.6582
C: -24.6044 19.8176 7.1317
C: -18.6772 18.7532 9.3328
N: -27.9057 23.4613 12.3672
H: -21.1811 17.5430 7.8813
H: -20.5691 19.7323 7.3878
H: -26.7999 17.1124 9.0974
H: -18.5866 20.9859 9.3404
O: -24.0592 20.4091 8.3288
H: -16.4786 20.1998 10.0229
H: -23.1830 22.2032 9.1361
H: -17.2127 19.8145 7.6807
N: -25.9554 21.9887 9.7818
H: -17.3948 19.3178 11.2035
H: -26.5701 16.1819 7.6399
H: -27.4733 26.6775 13.4319
H: -21.5913 14.8463 7.8372
C: -25.2309 24.0110 9.0930
H: -28.5735 24.6150 14.7669
O: -24.9194 16.8114 8.6302
H: -19.2797 18.7222 10.2406
H: -25.9728 22.2883 7.8577
H: -26.2697 24.3973 12.9618
H: -27.3525 22.6283 12.5092
C: -22.6168 16.2901 8.7036
C: -20.3204 20.4747 8.1462
H: -26.2349 15.3633 9.2292
H: -23.5738 22.1602 7.4384
H: -24.1195 20.1788 6.2248
C: -26.4688 25.1866 16.7148
C: -16.6874 19.1927 10.3837
H: -22.8781 18.0864 7.3934
H: -26.2087 24.3739 8.7762
H: -20.5976 21.4814 7.8335
C: -18.8960 20.1911 8.6616
C: -22.2011 17.2624 7.6187
C: -25.2823 22.5151 8.6700
H: -24.7506 18.7398 7.2035
H: -19.1529 18.1302 8.5753
H: -25.3424 22.1573 10.5666

Forces on atoms 1 to 6 (eV/Å):
1.1547 -1.4900 0.8008
0.7997 -0.8020 -0.3963
-0.4178 -0.0868 0.5487
0.2444 0.3349 0.2323
-0.0868 1.2664 -0.3517
0.1363 -0.1485 0.3754

Here are the natural (NBO) charges for atoms 1 to 6, given in e:
1 C -0.630
2 H 0.152
3 O -0.530
4 H 0.179
5 C -0.254
6 H 0.170

ORCA calculation (the ωB97M-V functional and the def2-TZVPD basis) on a structure of composition CH4N3P.

Summary:
- Kohn-Sham gap (alpha / beta) (hartree) = 0.269 / 0.276
- E_LUMO (alpha / beta) (Ha) = 0.0259 / -0.0615
- net charge = 0
- spin multiplicity = 3
- molar mass (g mol⁻¹) = 89.0
- total energy (hartree) = -545.86460
- energy above the lowest of the compared OMol25 structures with the same formula, charge and spin (kcal/mol) = 88.7

Atoms and positions in Å:
P: -1.0896 -1.0911 -0.1194
N: -0.5188 1.4803 -0.1738
H: 1.2345 1.6262 -0.1352
N: -1.9064 0.2524 0.1478
C: 0.6139 -0.5339 0.3694
H: 0.6147 -0.4605 1.4505
N: 0.5238 0.9041 -0.0062
H: 1.6100 -0.9513 0.0857
H: -1.0820 -1.2262 -1.6188

Forces on atoms 1 to 6 (eV/Å):
0.5065 -2.6877 -0.9603
-9.8739 3.0051 -0.0656
0.7876 -1.1215 0.0366
1.5909 2.9968 -0.8939
1.2661 1.6767 -0.0522
-0.1914 -0.8071 0.5203

Here are the natural (NBO) charges for atoms 1 to 6, given in e:
1 P 0.781
2 N -0.104
3 H 0.426
4 N -0.582
5 C -0.565
6 H 0.224